# 1
45
Properties=species:S:1:pos:R:3:forces:R:3 method="wB97M-V/def2-TZVPD" homo_energy_ev=-10.193 total_energy_ha=-1146.542796 gap_ev=10.1 spin_multiplicity=1 largest_force_ev_per_a=1.87 mol_weight_g_mol=270.2
O 1.413491 1.033516 -3.757315 -0.5 0.4 1.4
H 1.902253 1.360420 -2.993856 0.9 0.2 -0.4
H 0.531592 0.977871 -3.226695 0.9 -0.2 -1.5
O -0.846713 0.997660 -2.719670 -1.6 -0.4 0.0
H -1.221593 0.110014 -2.846138 0.5 -0.2 0.5
H -1.277032 1.450356 -3.453426 0.1 0.6 0.0
O -2.292116 -1.126666 3.008137 -0.5 -1.8 0.0
H -1.540150 -0.910743 3.557900 0.0 1.1 -0.3
H -2.711937 -0.482011 2.438493 0.7 0.8 0.2
O 1.852274 -2.100181 -1.290336 0.4 0.2 0.5
H 1.737995 -1.759549 -2.185327 -0.2 -0.1 -0.1
H 0.961235 -2.025384 -0.922019 0.0 -0.3 -0.3
O 0.563498 -4.258971 0.209953 0.4 -0.2 0.1
H 1.131549 -4.726315 0.830566 0.0 -0.1 -0.1
H -0.049787 -3.783482 0.770887 -0.5 -0.1 0.2
O -2.114837 -3.397648 1.319270 0.5 -0.4 -1.0
H -2.636423 -4.066977 1.763917 0.1 0.3 0.5
H -1.850841 -2.672133 1.892929 -0.8 0.0 0.8
O -1.979875 4.083360 1.597531 -0.8 0.3 0.2
H -1.710364 4.326371 0.715220 0.4 0.0 0.2
H -1.215624 3.856805 2.135025 0.2 -0.2 -0.3
O 1.633011 1.662833 0.249279 0.7 0.1 -0.6
H 1.939511 1.508667 -0.653451 -0.5 -0.2 -0.1
H 2.506002 1.770619 0.652279 -0.3 0.0 0.7
O -0.142973 4.907127 -1.344862 0.7 -0.4 -0.2
H 0.247817 4.026852 -1.265486 0.4 0.1 -0.1
H -0.972322 4.743584 -0.924150 -1.0 0.3 0.2
O 0.810834 -1.481931 -3.771333 0.1 -0.1 -0.2
H 0.910966 -2.212764 -4.385810 0.1 0.0 0.0
H 1.445566 -0.778193 -4.021867 -0.5 0.0 -0.1
O 2.484698 0.224925 2.871461 -0.2 0.7 0.8
H 1.802266 -0.191110 2.345463 0.2 0.0 -0.3
H 3.326695 -0.074769 2.529561 -0.1 -0.5 -0.3
O -0.988372 -1.997893 -0.785836 0.0 0.5 -0.5
H -0.872652 -1.768787 0.136422 -0.2 0.1 0.2
H -1.365381 -2.884208 -0.774526 0.0 0.0 0.1
O -2.866507 1.394572 0.063447 0.3 -0.1 0.5
H -3.611069 1.866358 -0.313030 -0.1 -0.1 -0.1
H -2.758690 0.563511 -0.407463 -0.1 0.1 -0.3
O 3.548526 -1.650293 1.155676 0.1 -0.5 0.0
H 4.333249 -2.086486 0.812522 0.2 0.1 0.0
H 2.844496 -2.161736 0.730675 -0.1 0.3 -0.3
O -1.100654 2.055144 3.222621 0.4 -0.1 0.0
H -0.877697 2.053137 4.157303 -0.1 -0.1 0.1
H -1.954948 1.630140 3.118196 -0.1 0.2 0.1

---

# 2
46
Properties=species:S:1:pos:R:3:forces:R:3 method="wB97M-V/def2-TZVPD" homo_energy_ev=-9.210 total_energy_ha=-1475.934334 gap_ev=8.6 spin_multiplicity=1 largest_force_ev_per_a=1.19 mol_weight_g_mol=401.5
Xe 5.924040 -14.920520 12.870340 0.0 0.0 0.0
O 5.748910 -16.929680 9.470730 -0.5 0.3 -0.3
H 6.063430 -17.644240 8.916910 0.0 -0.2 -0.1
H 6.359480 -16.910600 10.207660 0.2 -0.2 0.3
O 4.458950 -14.257810 9.000060 -0.4 -0.1 0.0
H 4.941110 -13.435490 9.086870 0.0 0.5 0.0
H 5.132240 -14.936690 9.045150 0.0 -0.6 0.0
O 7.827000 -12.381730 15.331160 0.2 0.3 -0.8
H 7.886350 -11.582770 15.854960 0.1 0.1 0.3
H 7.033860 -12.816090 15.644990 -0.4 -0.6 0.7
O 8.794020 -15.999090 15.432050 -0.1 0.0 0.2
H 8.627490 -15.113200 15.110040 -0.1 0.4 0.0
H 9.340850 -16.400980 14.756990 0.2 -0.2 -0.4
O 3.900300 -16.921270 15.280340 -0.1 0.1 0.2
H 3.611430 -16.355900 14.564000 0.0 0.3 -0.4
H 3.205990 -17.574690 15.365290 -0.1 -0.3 0.1
O 6.215690 -12.174560 9.628120 -0.1 0.1 0.1
H 6.650730 -11.752000 8.887570 0.1 0.2 -0.2
H 6.787310 -12.907830 9.855710 0.2 -0.2 0.2
O 6.552680 -17.526200 16.206470 -0.1 -0.3 0.3
H 5.725820 -17.188810 15.861960 -0.4 0.0 -0.1
H 7.226480 -17.026740 15.745200 0.5 0.3 0.1
O 5.902950 -11.134530 13.500210 -0.5 0.3 -0.5
H 6.562910 -11.633610 13.981460 0.8 -0.4 0.3
H 6.047890 -10.226430 13.765860 0.1 0.3 -0.1
O 9.603210 -17.083310 12.780660 0.4 0.2 0.7
H 10.500020 -17.282490 12.511820 0.3 -0.1 0.1
H 9.122620 -16.984490 11.958770 -0.2 -0.2 -0.4
O 2.492020 -16.136690 12.432200 0.2 0.2 0.2
H 2.467160 -17.089550 12.344610 0.1 -0.3 -0.2
H 1.747800 -15.928100 12.996880 -0.3 0.2 0.1
O 8.346310 -16.855890 10.407250 0.0 0.0 0.1
H 8.680880 -17.064530 9.535030 0.1 -0.2 -0.3
H 8.386370 -15.900850 10.457540 -0.1 0.5 0.0
O 7.206070 -18.529510 13.402010 -0.5 -0.3 -0.2
H 7.501380 -17.633210 13.562240 0.2 0.1 0.3
H 7.726380 -18.823560 12.654310 0.2 0.0 -0.1
O 4.181650 -12.156250 15.220420 -0.6 -0.5 0.9
H 4.621030 -11.687430 14.510910 0.4 0.3 -0.9
H 3.865620 -11.466620 15.804160 -0.2 0.1 0.2
O 5.677150 -13.888450 16.715400 0.6 -0.2 0.2
H 5.192140 -14.141470 17.500890 0.1 -0.3 0.2
H 5.075330 -13.320510 16.234280 -0.7 0.4 -0.5
O 3.007410 -12.314000 11.403640 -0.2 0.4 0.2
H 3.906940 -12.629980 11.318570 0.3 -0.1 -0.1
H 2.468530 -13.031280 11.069950 0.0 -0.3 -0.2